No. 1
{"formula": "C8H4CoN2O5", "method": "wB97M-V/def2-TZVPD", "species": ["O", "C", "Co", "O", "C", "C", "O", "C", "O", "C", "O", "N", "C", "C", "N", "C", "H", "H", "H", "H"], "xyz": [[0.01829, 2.47412, -2.24231], [0.01611, 1.39577, -1.86411], [0.00913, -0.46011, -1.28342], [0.00766, -1.50332, -4.06400], [0.00855, -1.06819, -3.00008], [-0.03149, -2.29781, -0.62353], [-0.03070, -3.34071, -0.12851], [-1.83713, -0.34834, -1.31681], [-2.96907, -0.48988, -1.10574], [1.84721, -0.42193, -1.32427], [2.98660, -0.48835, -1.11888], [-0.28230, 1.58531, 2.40655], [0.26793, 0.42670, 2.91635], [0.46559, -0.47896, 1.89073], [0.01368, 0.16667, 0.75786], [-0.43677, 1.40337, 1.05707], [-0.55158, 2.45630, 2.83584], [0.45611, 0.33373, 3.94747], [0.90094, -1.49586, 1.91461], [-0.85876, 2.15150, 0.34520]], "forces_ev_per_angstrom": [[-0.049, -2.492, 0.764], [0.255, 4.427, -1.439], [-0.035, 0.085, 0.277], [0.035, 1.316, 3.186], [-0.130, -2.376, -6.260], [-0.066, -4.815, 2.419], [0.001, 3.584, -1.812], [-7.290, -0.800, 1.557], [4.043, 0.593, -1.009], [7.376, -0.457, 1.602], [-4.097, 0.301, -0.996], [0.243, -1.016, -1.063], [-0.989, 2.791, 1.117], [-0.814, 0.795, -3.364], [0.691, -1.338, 0.770], [0.475, -0.669, 1.447], [0.085, 0.073, 0.852], [0.264, -0.103, 1.162], [-0.382, 0.816, -0.043], [0.382, -0.715, 0.832]], "lowdin_charge": [0.245, -0.039, -0.152, 0.257, -0.074, 0.016, 0.230, -0.049, 0.224, -0.046, 0.226, 0.182, 0.129, 0.081, 0.036, 0.032, 0.197, 0.157, 0.170, 0.179], "charge": 2, "total_energy_ev": -59184.67622, "orbital_gap_ev": [7.77, 5.44], "e_above_lowest_ev": 0.000, "multiplicity": 4}

No. 2
{"formula": "C6H9N", "method": "wB97M-V/def2-TZVPD", "species": ["C", "C", "N", "C", "C", "C", "C", "H", "H", "H", "H", "H", "H", "H", "H", "H"], "xyz": [[0.54967, -1.85476, -0.55077], [0.16341, -0.46518, -0.93114], [-0.86184, -1.39477, -0.41110], [-1.18704, -0.45541, 0.74658], [-0.09866, 0.46762, 0.22296], [0.87069, 1.32448, 0.95429], [-0.19232, 1.95393, 0.08096], [1.04220, -2.03204, 0.40440], [0.82339, -2.53468, -1.35852], [0.20838, -0.19359, -1.98753], [-0.96366, -1.00535, 1.66861], [-1.77965, -1.59620, -0.77261], [1.90531, 1.36481, 0.62778], [0.72617, 1.37030, 2.03092], [-1.04571, 2.43175, 0.55501], [0.13108, 2.41172, -0.85201]], "forces_ev_per_angstrom": [[-0.115, -0.021, 0.198], [0.020, 0.235, -0.157], [-0.521, 0.075, 0.203], [0.241, 0.118, 0.496], [0.162, 0.230, 0.057], [0.203, 0.038, 0.174], [-0.059, 0.139, -0.069], [-0.237, 0.040, -0.153], [-0.405, 0.148, 0.124], [-0.134, -0.037, 0.250], [0.178, 0.195, 0.087], [0.513, -1.091, -1.186], [-0.075, 0.065, 0.038], [0.087, 0.034, -0.160], [0.158, -0.088, -0.042], [-0.018, -0.082, 0.139]], "lowdin_charge": [-0.007, -0.135, -0.066, -0.091, -0.474, -0.091, -0.096, 0.124, 0.112, 0.150, 0.032, 0.151, 0.095, 0.100, 0.100, 0.096], "charge": 0, "total_energy_ev": -7852.18939, "orbital_gap_ev": 7.18, "e_above_lowest_ev": 5.970}

No. 3
{"formula": "C4H7NO2", "method": "wB97M-V/def2-TZVPD", "species": ["C", "C", "C", "C", "N", "O", "O", "H", "H", "H", "H", "H", "H", "H"], "xyz": [[0.45997, -0.20425, -0.61511], [-0.40427, -0.12672, 0.36449], [0.95561, 1.28944, -0.91582], [0.25650, 1.98836, 0.34156], [-1.03738, -2.81926, 0.44971], [-0.62650, 1.07796, 0.88870], [-0.93720, -1.70841, 1.18951], [0.56819, -1.11665, -1.19582], [1.93039, 1.50316, -0.77428], [0.51780, 1.84310, -1.86443], [1.01301, 2.30053, 1.07311], [-0.35113, 2.80459, 0.04553], [-0.35897, -3.57206, 0.62184], [-1.98604, -3.25979, 0.39102]], "forces_ev_per_angstrom": [[1.073, 0.918, -1.599], [0.232, 3.716, -1.226], [-5.222, 0.085, -0.032], [1.754, 0.225, -1.474], [-1.018, 0.105, 1.848], [-1.326, -1.223, 1.617], [-1.043, -5.516, 0.103], [0.438, 0.465, -0.031], [3.464, 0.162, -0.265], [1.059, -1.619, 1.507], [-0.185, -0.078, -0.004], [-0.223, 1.156, -0.241], [0.310, 0.638, -0.036], [0.689, 0.965, -0.167]], "lowdin_charge": [-0.074, -0.211, -0.102, -0.200, 0.053, -0.053, -0.117, 0.074, 0.035, 0.133, 0.120, 0.099, 0.115, 0.128], "charge": 0, "total_energy_ev": -9838.07085, "orbital_gap_ev": [7.14, 6.02], "e_above_lowest_ev": 3.585, "multiplicity": 3}